(1)
Density functional theory data (the ωB97M-V functional and the def2-TZVPD basis) for an isolated molecule of C8H15N.

Output
2S+1: 1
Kohn-Sham gap: 8.902 eV
Total charge: 0
LUMO: 0.981 eV

Each line ends with the Löwdin charge.
Cartesian coordinates (Å):
C1 2.586 0.450 -0.080  0.063
C2 1.420 -0.111 -0.323  -0.203
C3 0.101 0.198 -0.730  -0.197
N1 -0.958 0.923 0.036  -0.215
C4 -1.974 1.511 -0.835  -0.109
C5 -0.473 1.898 1.007  -0.099
C6 0.334 -1.205 -0.065  -0.377
C7 0.148 -1.502 1.398  -0.042
C8 0.090 -2.380 -0.963  -0.056
H1 3.442 -0.140 0.231  0.057
H2 2.741 1.515 -0.237  0.063
H3 -0.023 0.227 -1.810  0.149
H4 -2.341 0.771 -1.555  0.082
H5 -1.577 2.360 -1.405  0.080
H6 -2.836 1.856 -0.255  0.081
H7 0.049 2.733 0.525  0.083
H8 -1.310 2.309 1.584  0.084
H9 0.212 1.440 1.723  0.071
H10 0.612 -2.461 1.656  0.085
H11 0.613 -0.742 2.034  0.074
H12 -0.916 -1.564 1.646  0.085
H13 -0.904 -2.800 -0.778  0.085
H14 0.132 -2.122 -2.026  0.079
H15 0.831 -3.166 -0.780  0.078

***

(2)
Density functional theory data (the ωB97M-V functional and the def2-TZVPD basis) for a cluster of 3 separate species, C8H15N in total.

Output
2S+1: 1
Kohn-Sham gap (spin up / spin down): 7.302 / 7.617 eV
Total charge: 0
LUMO (spin up / spin down): -0.671 / -0.646 eV

Each line ends with the Löwdin charge.
Cartesian coordinates (Å):
C1 -0.192 1.171 0.269  -0.441
C2 0.639 -0.711 0.308  -0.185
C3 -1.301 -1.886 -0.425  -0.131
C4 0.563 1.860 -0.837  -0.076
C5 0.238 1.563 1.664  -0.092
C6 -1.687 1.195 0.090  -0.085
N1 -0.088 -1.151 -0.712  -0.048
C7 1.417 -2.709 -0.977  -0.073
C8 2.576 -3.040 -1.181  -0.078
H1 1.651 -0.369 0.121  0.098
H2 0.470 -1.112 1.309  0.105
H3 -1.255 -2.842 -0.947  0.079
H4 -1.455 -2.082 0.641  0.090
H5 -2.154 -1.361 -0.862  0.076
H6 1.643 1.832 -0.678  0.083
H7 0.338 1.417 -1.808  0.087
H8 0.268 2.918 -0.870  0.092
H9 1.314 1.461 1.811  0.084
H10 -0.019 2.619 1.828  0.091
H11 -0.280 0.982 2.430  0.083
H12 -2.048 2.217 0.274  0.093
H13 -2.200 0.554 0.809  0.083
H14 -1.984 0.939 -0.927  0.079
H15 3.547 -3.468 -1.330  -0.015

***

Which is most stable, and by how much? (1), by 4.474 eV.

***

(1)
Density functional theory data (the ωB97M-V functional and the def2-TZVPD basis) for an isolated molecule of C6H12N2.

Output
2S+1: 1
Kohn-Sham gap (spin up / spin down): 6.335 / 7.713 eV
Total charge: 0
LUMO (spin up / spin down): 0.034 / 0.697 eV

Each line ends with the Löwdin charge.
Cartesian coordinates (Å):
C1 -1.049 -1.695 -0.152  -0.076
N1 -1.627 1.234 -0.663  0.085
C2 -1.607 0.666 0.547  -0.199
C3 -0.825 -0.505 0.772  -0.284
H1 -0.767 0.929 -1.235  0.086
H2 -1.799 2.230 -0.704  0.104
H3 -2.013 1.232 1.379  0.114
H4 -0.857 -0.812 1.814  0.121
H5 -2.052 -2.107 -0.022  0.080
H6 -0.325 -2.478 0.071  0.066
H7 -0.924 -1.413 -1.197  0.073
C4 1.124 0.769 -1.065  -0.236
C5 0.923 0.076 0.548  -0.275
C6 1.842 -0.907 0.737  -0.043
N2 1.667 1.895 -1.295  0.050
H8 1.513 2.573 -0.544  0.042
H9 1.294 -0.026 -1.797  0.091
H10 0.999 0.954 1.190  0.104
H11 2.670 -0.772 1.418  0.051
H12 1.812 -1.842 0.199  0.045

***

(2)
Density functional theory data (the ωB97M-V functional and the def2-TZVPD basis) for a cluster of 2 separate species, C6H12N2 in total.

Output
2S+1: 1
Kohn-Sham gap: 7.552 eV
Total charge: 0
LUMO: 0.037 eV

Each line ends with the Löwdin charge.
Cartesian coordinates (Å):
C1 -1.175 1.425 0.171  0.102
C2 -0.819 1.989 -0.920  -0.273
C3 -0.098 -1.025 0.264  -0.185
C4 0.941 -1.185 1.121  -0.181
C5 -0.283 1.383 -2.227  -0.081
C6 -0.709 -2.050 -0.552  -0.123
N1 0.936 0.866 2.331  -0.017
N2 1.540 -0.243 1.839  -0.182
H1 -1.239 2.979 -1.001  0.100
H2 -0.530 0.021 0.422  -0.017
H3 1.585 -2.030 1.239  0.113
H4 -0.017 2.095 -3.001  0.064
H5 -1.146 0.766 -2.505  0.077
H6 0.589 0.726 -1.965  0.087
H7 -0.607 -3.057 -0.097  0.092
H8 -0.287 -2.132 -1.572  0.082
H9 -1.704 -1.886 -0.674  0.033
H10 0.445 1.294 1.514  0.026
H11 0.244 0.633 3.096  0.110
H12 2.336 -0.569 2.517  0.174

***

(3)
Density functional theory data (the ωB97M-V functional and the def2-TZVPD basis) for an isolated molecule of C6H12N2.

Output
2S+1: 1
Kohn-Sham gap: 8.674 eV
Total charge: 0
LUMO: 1.128 eV

Each line ends with the Löwdin charge.
Cartesian coordinates (Å):
C1 0.659 -1.655 -0.746  -0.088
C2 0.397 -0.663 0.292  -0.245
C3 -1.309 -0.054 0.051  -0.249
C4 -2.109 0.017 1.347  -0.086
C5 -0.929 1.283 -0.526  -0.116
C6 0.337 1.546 -0.434  -0.123
N1 1.222 0.563 0.147  -0.199
N2 2.473 0.480 -0.594  0.011
H1 0.006 -1.762 -1.583  0.072
H2 0.663 -2.608 -0.268  0.065
H3 1.750 -1.552 -1.008  0.082
H4 0.322 -0.906 1.377  0.125
H5 -1.749 -0.700 -0.741  0.119
H6 -2.657 0.989 1.256  0.083
H7 -1.458 0.096 2.197  0.058
H8 -2.801 -0.821 1.567  0.078
H9 -1.701 1.894 -1.018  0.112
H10 0.988 2.414 -0.823  0.132
H11 3.084 -0.035 0.036  0.077
H12 2.814 1.474 -0.527  0.091

***

Which is most stable, and by how much? (3), by 1.860 eV.